15
Properties=species:S:1:pos:R:3:mulliken_charge:R:1 method="wB97M-V/def2-TZVPD" spin_multiplicity=1 relative_energy_ev=2.7389 smiles="C=CO.C=NC" e_tot_ev=-7829.58104 largest_force_ev_per_a=1.3 orbital_gap_ev=9.53
C 0.7208 0.2223 2.1417 -0.854
C 1.5476 -1.6580 1.0506 -0.297
N 1.2694 -0.4349 0.9779 -0.288
H 0.0323 1.0071 1.8395 0.271
H 0.1554 -0.4623 2.7828 0.341
H 1.5380 0.6448 2.7289 0.318
H 1.8811 -2.1766 0.1557 0.237
H 1.6262 -2.2583 1.9629 0.293
C -2.1406 1.0332 -2.4093 -0.776
C -1.1421 0.5458 -1.6728 0.131
O 0.1545 0.7304 -1.9673 -0.499
H -3.1475 1.0498 -2.0408 0.261
H -1.9049 1.6742 -3.2495 0.253
H -1.3499 -0.1361 -0.8563 0.263
H 0.7597 0.2184 -1.4441 0.348